Entry 1:
{"formula": "C5H8N2O", "method": "wB97M-V/def2-TZVPD", "orbital_gap_ev": 9.7274, "total_charge": 0, "de_lowest_kcal_mol": 69.7, "lumo_energy_ev": 0.79, "elements": ["O", "N", "N", "C", "C", "C", "C", "C", "H", "H", "H", "H", "H", "H", "H", "H"], "xyz": [[3.08756, 0.36881, 0.13207], [0.90525, -0.04184, -0.58470], [0.47223, 1.30901, -0.49450], [-1.37796, -0.10396, -0.81980], [-0.61897, -0.21161, 1.07951], [-0.92414, 0.96885, 0.17069], [-0.21137, -0.89723, -0.23516], [2.16700, -0.39794, -0.26387], [-0.22980, -1.97903, -0.41288], [2.36045, -1.47860, -0.30257], [-1.34238, 0.27168, -1.84440], [-1.47599, -0.69590, 1.54491], [0.14712, -0.04135, 1.85206], [0.97816, 1.59971, 0.34086], [-1.56268, 1.81590, 0.44307], [-2.37448, -0.48649, -0.60531]]}

=====

Entry 2:
{"formula": "C5H8N2O", "method": "wB97M-V/def2-TZVPD", "orbital_gap_ev": 8.8700, "total_charge": 0, "de_lowest_kcal_mol": 165.8, "lumo_energy_ev": 0.61, "elements": ["O", "N", "N", "C", "C", "C", "C", "C", "H", "H", "H", "H", "H", "H", "H", "H"], "xyz": [[-2.04734, -1.69448, 0.22202], [-2.62439, 1.15377, -0.01558], [-1.25917, -0.73561, -0.18506], [0.89628, 0.24439, -0.14679], [0.27657, -1.05992, -0.22376], [-1.52702, 0.53478, 0.07298], [-0.08204, 1.16704, -0.02568], [2.39329, 0.00896, 0.20591], [0.58850, -1.52691, -1.36847], [-0.29378, 2.41217, 0.14391], [-2.97864, -1.19090, 0.07189], [2.57945, -0.28681, 1.39472], [-2.67926, 2.25359, -0.02929], [3.23594, 0.99139, -0.34117], [2.79679, -0.82633, -0.47505], [0.72483, -1.44512, 0.69941]]}

=====

Entry 3:
{"formula": "C5H8N2O", "method": "wB97M-V/def2-TZVPD", "orbital_gap_ev": 9.3521, "total_charge": 0, "de_lowest_kcal_mol": 123.7, "lumo_energy_ev": 0.52, "elements": ["O", "N", "N", "C", "C", "C", "C", "C", "H", "H", "H", "H", "H", "H", "H", "H"], "xyz": [[0.83331, -0.17512, -0.85758], [-1.06193, -0.52232, 2.06977], [0.09387, -0.32866, 1.19031], [-0.11875, -0.48450, 0.00350], [2.04026, 0.52390, -0.56296], [-1.48262, -0.60219, -0.69808], [-2.64233, -0.13149, -0.07034], [2.63425, 1.38487, -1.38815], [-1.95108, -0.07475, 1.89129], [3.55592, 1.85038, -1.21707], [-3.63227, -0.55947, -0.48796], [-2.45409, 0.63164, 0.62172], [-0.83689, 0.22776, 2.85678], [2.36758, 0.49088, 0.47869], [2.01007, 1.80063, -2.15612], [-1.53415, -1.15279, -1.65114]]}

=====

Entry 4:
{"formula": "C5H8N2O", "method": "wB97M-V/def2-TZVPD", "orbital_gap_ev": 7.9229, "total_charge": 0, "de_lowest_kcal_mol": 146.2, "lumo_energy_ev": 0.71, "elements": ["O", "N", "N", "C", "C", "C", "C", "C", "H", "H", "H", "H", "H", "H", "H", "H"], "xyz": [[-2.67246, 0.01298, -0.02107], [2.28913, 0.08349, -0.04075], [-0.24502, 0.39878, -0.62053], [0.63194, -1.66426, 0.08256], [-1.31536, -0.44217, -0.28762], [-0.75389, -1.76241, -0.18704], [-0.43985, 1.78162, 0.05439], [1.00298, -0.24847, -0.25195], [1.60646, -2.18563, 0.25450], [-0.41939, 2.22994, 1.32572], [-3.09019, -0.86810, 0.41616], [2.73226, 0.40350, 0.86546], [-1.36046, -2.69963, 0.06688], [-1.50730, 1.93283, -0.36783], [3.21699, 0.39985, -0.80725], [0.32415, 2.62770, -0.48162]]}